Record 1
Molecular formula: C5H12NO2
Method: DFT, the ωB97M-V functional and the def2-TZVPD basis

Orbital gap, eV: 6.733
Total energy, eV: -10964.3049
Relative energy (zero: lowest compared OMol25 entry of this formula, charge and spin), kJ/mol: 259.1
Charge: -1

The geometry in XYZ format:
```
20
Properties=species:S:1:pos:R:3:nbo_charge:R:1
C 0.964 0.753 1.448 -0.625
C -0.236 0.291 0.611 -0.053
C 0.238 0.237 -0.882 0.052
C 0.250 1.644 -1.512 -0.631
O 1.550 -0.284 -1.086 -0.773
N -0.763 -0.909 1.209 -0.688
C -1.501 -1.829 0.282 0.125
O -0.725 -2.425 -0.628 -0.972
H 0.887 0.540 2.510 0.197
H 1.840 0.223 1.093 0.222
H 1.128 1.816 1.290 0.185
H -0.985 1.087 0.599 0.155
H -0.407 -0.494 -1.310 0.234
H 1.134 2.098 -1.080 0.200
H 0.319 1.573 -2.581 0.203
H -0.664 2.123 -1.163 0.193
H 1.473 -1.239 -1.188 0.496
H -0.082 -1.522 1.640 0.342
H -2.303 -1.160 -0.150 0.051
H -2.114 -2.523 0.897 0.086
```

=====

Record 2
Molecular formula: C5H12NO2
Method: DFT, the ωB97M-V functional and the def2-TZVPD basis

Orbital gap (spin up / spin down), eV: 4.451 / 10.983
Total energy, eV: -10959.4391
2S+1: 2
Relative energy (zero: lowest compared OMol25 entry of this formula, charge and spin), kJ/mol: 379.4
⟨S²⟩: 0.7508

The geometry in XYZ format:
```
20
Properties=species:S:1:pos:R:3:mulliken_spin:R:1
O 0.735 2.978 1.377 -0.163
C 0.341 1.895 1.550 -0.345
C 0.658 0.776 0.508 0.286
C -0.496 0.620 -0.481 0.452
C -0.635 -0.823 -0.892 0.011
C -0.952 -1.996 0.098 -0.053
O -2.251 -2.301 0.078 -0.017
N 2.006 0.982 -0.171 1.124
H -0.328 1.463 2.422 0.028
H 0.811 -0.185 1.000 0.757
H -0.346 1.141 -1.365 0.041
H -1.473 0.916 -0.092 0.036
H 0.225 -1.192 -1.513 -0.056
H -1.312 -0.816 -1.679 0.024
H -0.472 -2.929 -0.367 -0.014
H -0.730 -1.636 1.139 0.046
H -2.677 -2.102 -0.731 0.005
H 2.586 0.023 -0.206 -0.605
H 1.845 1.421 -1.086 -0.316
H 2.463 1.766 0.410 -0.241
```

=====

Record 3
Molecular formula: C5H12NO2
Method: DFT, the ωB97M-V functional and the def2-TZVPD basis

Orbital gap, eV: 10.130
Total energy, eV: -10956.8851
Relative energy (zero: lowest compared OMol25 entry of this formula, charge and spin), kJ/mol: 167.3
Charge: +1

The geometry in XYZ format:
```
20
Properties=species:S:1:pos:R:3:nbo_charge:R:1
C -0.851 -1.096 -1.421 -0.107
O -0.712 -0.530 -2.743 -0.759
C -0.201 -0.068 -0.487 -0.106
C 0.141 -0.598 0.906 -0.420
C 0.725 0.480 1.838 -0.526
C -0.347 1.430 2.400 0.437
O -1.500 1.156 2.191 -0.507
N 1.019 0.424 -1.179 -0.714
H -1.937 -1.108 -1.321 0.216
H -0.650 -2.184 -1.349 0.210
H -1.373 -0.948 -3.316 0.517
H -0.938 0.688 -0.177 0.269
H 0.861 -1.455 0.845 0.216
H -0.629 -1.122 1.433 0.271
H 1.132 -0.110 2.655 0.263
H 1.526 1.064 1.381 0.205
H 0.010 2.401 2.760 0.143
H 0.833 0.137 -2.201 0.483
H 0.978 1.438 -1.314 0.456
H 1.912 -0.001 -0.899 0.453
```

=====

Record 4
Molecular formula: C5H12NO3
Method: DFT, the ωB97M-V functional and the def2-TZVPD basis

Orbital gap, eV: 7.166
Total energy, eV: -13011.0168
Relative energy (zero: lowest compared OMol25 entry of this formula, charge and spin), kJ/mol: 374.2
Charge: -1

The geometry in XYZ format:
```
21
Properties=species:S:1:pos:R:3:nbo_charge:R:1
C -0.118 1.587 -0.916 -0.632
C 1.820 2.100 0.552 -0.608
C -2.391 -1.710 -0.303 -0.723
C 0.979 1.012 -0.020 0.077
C -1.210 -1.622 0.733 0.623
N -0.169 -2.202 0.213 -0.313
O 1.096 -2.163 0.731 -0.762
O 1.832 0.008 -0.560 -0.810
O -1.395 -0.931 1.734 -0.701
H -0.703 2.147 -0.275 0.204
H 0.464 2.234 -1.515 0.183
H -0.581 0.868 -1.622 0.214
H 2.188 2.758 -0.296 0.169
H 2.695 1.744 1.156 0.215
H 1.277 2.739 1.196 0.188
H -2.917 -2.602 -0.086 0.196
H -2.918 -0.826 -0.043 0.226
H -1.869 -1.734 -1.236 0.206
H -0.277 -3.032 -0.299 0.345
H 1.681 -0.870 -0.049 0.515
H 0.516 0.493 0.904 0.187
```